Entry from the Open Molecules 2025 dataset: a molecular structure, C31H76BaCuN5O13 in a non-equilibrium geometry (wB97M-V/def2-TZVPD).

XYZ file:
```
127
Properties=species:S:1:pos:R:3:mulliken_charge:R:1
Cu 1.61754 -0.64929 -3.21325 0.22
Ba -1.58578 -3.21980 -1.26199 1.76
O 1.68330 -0.49380 0.39532 -0.17
C 0.87094 -1.35175 -0.10602 0.95
O 0.51198 -1.08258 -1.22750 -0.37
O 0.49149 -2.35007 0.53702 -0.70
H 1.92700 -0.14176 -0.46392 -0.42
C 1.48933 5.52997 -4.71912 -0.71
O 0.97968 6.60423 -3.95879 -0.40
C -0.38932 6.35715 -3.52822 -0.82
C -0.58427 5.12981 -2.57049 -0.37
N -0.04912 5.46212 -1.25863 -0.37
C -0.78905 4.61480 -0.37554 -0.61
C -0.14159 4.48133 1.02812 -0.57
O 1.24180 3.94565 1.03114 -0.50
C 1.23892 2.54668 0.89826 -0.45
H 0.74501 4.89610 -5.20109 0.35
H 2.01766 4.85403 -4.04675 0.19
H 2.17330 5.93491 -5.46499 0.33
H -0.91215 6.12443 -4.45590 0.45
H -0.87937 7.25128 -3.14289 0.36
H -0.17694 4.28775 -3.13006 0.15
H -1.61067 4.79418 -2.42229 0.56
H 0.90496 5.18898 -1.07088 0.30
H -0.79129 3.60605 -0.78848 0.25
H -1.80070 4.98643 -0.21260 0.48
H -0.73363 3.79597 1.63464 0.28
H -0.22760 5.45822 1.50393 0.45
H 0.69578 2.18329 0.02588 0.27
H 1.01448 1.83002 1.68829 0.17
H 2.30151 2.39371 0.70958 0.29
C -1.90739 0.24558 1.36171 -0.59
O -2.46139 1.49053 1.74191 -0.23
C -3.50510 1.84542 0.90899 -0.12
C -3.95770 3.12912 1.41103 -0.48
N -5.14392 3.70087 0.64301 -0.31
C -6.46684 3.12562 0.82491 -0.92
C -7.11847 3.35926 2.15041 -0.36
O -7.01120 4.73738 2.55922 -0.35
C -7.57217 4.86859 3.89765 -0.68
H -1.94510 0.07738 0.28542 0.52
H -2.39219 -0.64031 1.77193 0.37
H -0.83545 0.28306 1.55573 -0.25
H -4.22294 1.06076 1.14795 0.30
H -3.15154 1.92779 -0.11878 0.21
H -3.17128 3.85963 1.22130 -0.11
H -4.23205 3.16542 2.46532 0.31
H -5.16409 4.70427 0.75651 0.29
H -6.36834 2.05980 0.61894 0.25
H -7.03620 3.55683 0.00150 0.40
H -6.80326 2.65237 2.91790 0.37
H -8.17576 3.23422 1.91670 0.44
H -6.74304 5.28281 4.47130 0.24
H -7.95505 3.90720 4.24003 0.35
H -8.42503 5.54441 3.83444 0.24
C 4.45967 -0.91240 -1.93602 -0.82
O 3.54667 0.21911 -1.90491 0.39
C 4.20110 1.32881 -2.56233 -1.00
C 3.19796 1.98072 -3.59223 -0.63
N 2.62733 1.02176 -4.59837 -0.06
C 3.64241 0.26432 -5.33645 -0.70
C 4.44307 1.15564 -6.27258 -0.66
O 3.54142 1.65192 -7.25555 -0.32
C 4.06127 2.53007 -8.24664 -0.85
H 4.65326 -1.11201 -0.88209 0.04
H 5.43201 -0.75099 -2.40143 0.46
H 3.96290 -1.74617 -2.43214 0.35
H 5.20120 1.28871 -2.99392 0.45
H 4.26526 2.11588 -1.81100 0.37
H 3.70360 2.80874 -4.08903 0.40
H 2.46001 2.43709 -2.93249 0.41
H 1.90054 1.46126 -5.14493 0.27
H 2.99840 -0.45927 -5.83621 0.43
H 4.28805 -0.26619 -4.63659 0.33
H 5.15615 0.56484 -6.84752 0.51
H 4.89748 1.89210 -5.60981 0.31
H 4.89476 2.13071 -8.82449 0.33
H 4.40775 3.49786 -7.88409 0.33
H 3.32895 2.95800 -8.93125 0.30
C -1.40367 -6.97535 -2.14899 -0.84
O -1.18964 -6.05444 -1.08730 -0.16
C -0.92872 -6.62625 0.31868 -0.44
C -2.14897 -6.21966 1.18967 -0.87
N -2.29332 -4.75381 1.23722 0.06
C -1.48367 -4.21770 2.33742 0.17
C -2.03248 -4.41739 3.74292 -0.70
O -1.65473 -5.69579 4.20418 -0.28
C -2.07437 -6.07764 5.45685 -0.80
H -2.43615 -7.30732 -2.04005 0.34
H -0.74057 -7.83989 -2.11810 0.30
H -1.34133 -6.47110 -3.11333 0.24
H 0.03717 -6.31165 0.71388 0.26
H -1.09375 -7.69733 0.43543 0.42
H -2.32540 -6.83334 2.07306 0.44
H -2.94993 -6.48768 0.50067 0.42
H -3.20409 -4.56854 1.63254 0.33
H -1.51525 -3.14663 2.13766 -0.61
H -0.43572 -4.47093 2.17685 0.19
H -3.12121 -4.39498 3.79025 0.39
H -1.58460 -3.70069 4.43129 0.51
H -1.42041 -5.49234 6.10327 0.30
H -1.97905 -7.13949 5.68378 0.25
H -3.11503 -5.86826 5.70438 0.33
C 3.29271 -5.49257 1.46055 -0.65
O 4.47040 -4.87789 1.76764 -0.44
C 4.64067 -3.50840 1.35501 -0.57
C 4.33171 -2.41545 2.46502 -0.51
N 2.91821 -2.49445 2.75862 -0.06
C 2.49965 -1.39157 3.59389 -0.62
C 1.09493 -1.34009 4.20235 0.15
O 0.64186 0.00382 4.53234 -0.37
C -0.73712 0.01823 4.76746 -0.60
H 2.64132 -5.65399 2.31945 0.26
H 3.53855 -6.45110 1.00349 0.42
H 2.85880 -4.95511 0.61737 0.18
H 4.05044 -3.18213 0.49869 0.23
H 5.69021 -3.44882 1.06688 0.41
H 4.60865 -1.45636 2.02735 0.26
H 4.96551 -2.54921 3.34167 0.42
H 2.27916 -2.62410 1.98732 -0.15
H 2.53676 -0.47821 3.00016 0.15
H 3.27466 -1.22095 4.34112 0.51
H 0.91095 -2.17206 4.88211 0.50
H 0.49051 -1.90276 3.49089 -0.42
H -1.00988 1.03245 5.05912 0.26
H -0.89611 -0.56131 5.67683 0.39
H -1.39662 -0.31633 3.96668 0.11
```

Values from the calculation:
- M: 927.8 g/mol
- Total charge: +2
- E_LUMO: -6.71 eV
- Highest occupied orbital energy: -0.4362 hartree
- E_tot: -4143.7772 hartree
- ΔE to the lowest compared entry with this formula, charge and spin: 90.64 kcal per mole

=====

Entry from the Open Molecules 2025 dataset: 11 unconnected molecules or ions with the total composition C31H77F3O15 (wB97M-V/def2-TZVPD).

XYZ file:
```
126
Properties=species:S:1:pos:R:3:mulliken_charge:R:1
C 2.93211 -1.95983 2.94673 -1.17
C 2.75636 -2.47322 1.52252 -0.04
C 3.76171 -1.91167 0.51794 -0.71
C 3.80667 -0.38712 0.45479 -0.23
C 4.70189 0.11472 -0.67599 0.11
C 4.98208 1.61727 -0.61893 -1.46
C 3.71964 2.46735 -0.77232 -0.52
C 3.07942 2.36277 -2.16940 -0.83
C 1.54725 2.19646 -2.13076 -0.31
C 1.02192 0.86252 -2.70621 -0.59
C 0.02601 0.18264 -1.76385 0.09
C -0.96043 -0.77872 -2.43562 -1.15
C -2.33154 -0.79954 -1.74868 -1.17
C -2.27153 -0.96777 -0.25587 0.25
O -2.34009 -2.35147 0.19066 -0.49
C -2.41644 -2.24403 1.54474 0.39
O -2.08717 -3.07401 2.32707 -0.59
O -2.93355 -1.02975 1.88041 -0.54
C -3.33487 -0.37894 0.65596 2.31
C -3.28816 1.13493 0.76136 -1.10
O -2.21839 1.50632 1.58375 -0.33
C -2.15410 2.89084 1.89723 -0.43
C -0.86129 3.49779 1.38681 -1.17
C -4.75272 -0.88326 0.28386 -1.65
O -5.46541 -1.44406 1.38826 -0.38
C -6.17276 -0.61428 2.15829 0.96
F -7.05660 0.11894 1.45780 -0.30
F -6.87177 -1.35630 3.02026 -0.24
F -5.42745 0.23532 2.87115 -0.23
H 3.91810 -2.22648 3.33332 0.28
H 2.82027 -0.87670 2.99736 0.27
H 2.20042 -2.41316 3.61403 0.39
H 2.83868 -3.56331 1.51859 0.39
H 1.74533 -2.23806 1.17077 -0.11
H 4.76617 -2.29113 0.73154 0.35
H 3.50614 -2.28228 -0.48104 0.27
H 4.16731 0.01094 1.40854 0.28
H 2.77927 -0.02661 0.32343 0.00
H 4.23055 -0.14988 -1.62795 0.17
H 5.64318 -0.43600 -0.63895 0.20
H 5.69927 1.87930 -1.40399 0.33
H 5.46156 1.84753 0.33789 0.44
H 3.00728 2.13932 -0.01087 0.15
H 3.95512 3.50945 -0.54261 0.46
H 3.31986 3.27380 -2.71882 0.41
H 3.53267 1.53215 -2.71247 0.49
H 1.22928 2.25430 -1.08522 -0.12
H 1.06130 3.03940 -2.62755 0.47
H 1.88036 0.19975 -2.83452 0.30
H 0.56111 1.01760 -3.68309 0.45
H 0.57935 -0.34880 -0.98373 -0.08
H -0.54748 0.95990 -1.24143 0.07
H -0.56183 -1.79077 -2.50595 0.35
H -1.11862 -0.45532 -3.46719 0.48
H -2.94209 -1.60965 -2.15917 0.43
H -2.85972 0.12700 -1.99334 0.55
H -1.33747 -0.59192 0.17341 0.42
H -3.13968 1.52881 -0.25641 0.35
H -4.24015 1.53696 1.12386 0.59
H -3.00966 3.42378 1.46905 0.36
H -2.22555 2.99901 2.98229 0.33
H -0.01666 2.84806 1.61261 0.24
H -0.69658 4.46531 1.86460 0.49
H -0.89568 3.67146 0.31018 0.26
H -5.33333 -0.07566 -0.16723 0.45
H -4.69368 -1.68595 -0.44514 0.37
C -7.99997 -0.66826 5.66419 -0.72
O -8.51807 -0.39577 6.95982 -0.55
H -7.53614 0.25434 5.31767 0.20
H -7.24150 -1.45301 5.67559 0.40
H -8.79539 -0.94515 4.96569 0.36
H -8.93591 -1.19144 7.29833 0.31
C 2.03834 6.40793 -3.97903 -0.53
O 3.17006 5.77689 -3.38780 -0.47
H 1.80058 5.84462 -4.87925 0.26
H 1.17837 6.40275 -3.30869 0.16
H 2.25800 7.44140 -4.26244 0.29
H 3.39434 6.25597 -2.58632 0.27
C 7.53202 -2.10850 -2.41377 -0.49
O 6.46978 -2.57867 -1.58880 -0.39
H 7.69264 -1.06364 -2.15669 0.19
H 8.45818 -2.65556 -2.22867 0.20
H 7.27270 -2.17220 -3.47450 0.26
H 6.30838 -3.50102 -1.80128 0.24
C -9.40308 2.84207 4.39769 -0.47
O -10.15727 2.20618 5.41461 -0.51
H -9.93186 3.75470 4.13018 0.27
H -8.39945 3.11186 4.74140 0.23
H -9.31401 2.21922 3.50169 0.18
H -9.70289 1.39708 5.66870 0.29
C -0.08828 -3.58004 -5.38856 -0.71
O 0.78530 -2.74143 -4.65040 -0.38
H -0.82938 -2.93688 -5.85992 0.27
H 0.44054 -4.13417 -6.17006 0.28
H -0.60623 -4.29725 -4.74522 0.30
H 1.44521 -3.30693 -4.23262 0.23
C 3.79320 -4.30231 -5.81251 -0.50
O 3.28896 -4.73172 -4.54926 -0.49
H 3.10882 -3.54467 -6.18714 0.21
H 4.78785 -3.86180 -5.71245 0.24
H 3.83522 -5.13052 -6.52392 0.28
H 3.88380 -5.40007 -4.20175 0.27
C 4.01677 -1.53278 7.04861 -0.56
O 3.35334 -2.52194 6.27755 -0.47
H 4.97941 -1.35568 6.57367 0.21
H 3.46162 -0.59071 7.06843 0.26
H 4.19207 -1.86346 8.07635 0.28
H 2.49572 -2.69222 6.67477 0.27
C 10.30948 -3.60343 0.10763 -0.51
O 10.69356 -2.68753 -0.90899 -0.49
H 9.49999 -4.20633 -0.29855 0.18
H 11.13126 -4.26739 0.38861 0.29
H 9.94208 -3.09046 0.99992 0.27
H 11.40425 -2.13847 -0.56936 0.28
C -9.66520 -3.34562 1.24705 -0.59
O -9.03542 -2.26433 0.57751 -0.52
H -10.38426 -3.77428 0.55249 0.25
H -8.94893 -4.12153 1.53150 0.24
H -10.20071 -3.01447 2.14157 0.26
H -8.40168 -1.86901 1.18059 0.32
C -1.78019 7.50490 -3.07000 -0.53
O -0.63734 7.68434 -2.24432 -0.48
H -1.75217 6.47802 -3.42849 0.20
H -2.71016 7.65493 -2.51566 0.29
H -1.76788 8.17496 -3.93359 0.27
H -0.63981 8.58663 -1.91530 0.27
```

Values from the calculation:
- SMILES: CCCCCCCCCCCCC[C@@H]1OC(=O)O[C@]1(COCC)COC(F)(F)F.CO.CO.CO.CO.CO.CO.CO.CO.CO.CO
- M: 746.9 g/mol
- E_LUMO: 0.36 eV
- Highest occupied orbital energy: -0.3705 hartree
- E_tot: -2655.3806 hartree

=====

Entry from the Open Molecules 2025 dataset: a molecular structure, C31H79N6O14V in a non-equilibrium geometry (wB97M-V/def2-TZVPD).

XYZ file:
```
131
Properties=species:S:1:pos:R:3:mulliken_charge:R:1
O -1.42875 1.01609 -1.57404 -0.60
V -1.21362 2.62630 -1.92849 1.81
O 0.18785 3.16589 -1.44086 -0.56
O -5.52566 6.97796 -3.92900 -0.46
C -4.56515 6.08246 -3.68948 0.76
O -4.76288 4.88040 -3.70490 -0.62
O -3.54980 6.45826 -3.15094 -0.66
H -4.95604 7.65498 -3.55646 0.31
C -1.88068 4.51292 3.45895 -0.72
O -2.38661 5.33733 2.43309 -0.28
C -3.16419 6.35867 2.99474 -0.70
C -2.35695 7.64058 3.19095 -0.42
N -3.09595 8.57882 4.04620 -0.33
C -2.35487 9.77446 4.50072 -0.66
C -1.23958 9.48311 5.55133 -0.26
O -0.43280 10.62662 5.64426 -0.32
C 0.57664 10.61194 6.64292 -0.75
H -1.45510 5.11437 4.26221 0.28
H -1.06895 3.92076 3.03642 0.25
H -2.58669 3.81724 3.91249 0.29
H -3.72700 6.06482 3.88074 0.39
H -3.93089 6.57262 2.25010 0.34
H -2.07030 8.04242 2.21912 0.24
H -1.42104 7.34158 3.66296 0.29
H -3.90082 8.77004 3.46680 0.26
H -3.01838 10.54698 4.88939 0.34
H -1.91344 10.31255 3.66186 0.35
H -0.67002 8.60530 5.24616 0.24
H -1.63598 9.27249 6.54461 0.29
H 0.14517 10.59628 7.64375 0.30
H 1.34192 11.38809 6.63761 0.27
H 1.12423 9.67691 6.52471 0.30
C -3.50058 -5.62935 1.92001 -0.76
O -3.16881 -7.02536 1.79707 -0.26
C -2.80170 -7.49901 0.53171 -0.58
C -1.95325 -8.83911 0.56533 -0.69
N -2.88911 -9.93036 0.85553 -0.33
C -3.24848 -9.96432 2.27037 -0.27
C -3.98502 -11.22771 2.62033 -0.63
O -4.15858 -11.45110 4.01198 -0.33
C -5.23206 -10.71456 4.60606 -0.79
H -2.62187 -5.03552 1.66833 0.27
H -3.92642 -5.38329 2.89274 0.25
H -4.29048 -5.34039 1.22671 0.33
H -2.09507 -6.80045 0.08361 0.46
H -3.66548 -7.55857 -0.13044 0.35
H -1.12122 -8.72196 1.25966 0.33
H -1.53453 -8.99178 -0.42939 0.35
H -3.74278 -9.89676 0.31681 0.27
H -3.89644 -9.15120 2.59758 0.32
H -2.31722 -10.00941 2.83501 0.12
H -3.32541 -12.01449 2.25427 0.33
H -4.92071 -11.40161 2.08897 0.37
H -5.14273 -10.84202 5.68489 0.30
H -6.26370 -10.83552 4.27561 0.32
H -5.13063 -9.63116 4.54245 0.29
C 3.63032 -3.34417 4.38480 -0.61
O 4.44923 -2.94197 3.30590 -0.38
C 3.95670 -3.30872 2.01337 -0.50
C 3.90958 -4.83322 1.70285 -0.66
N 5.22106 -5.43013 1.97077 -0.32
C 5.26804 -6.87466 2.05665 -0.58
C 6.66332 -7.33436 2.56393 -0.71
O 6.85640 -6.97304 3.91989 -0.28
C 7.96620 -7.59228 4.50583 -0.80
H 2.70452 -2.76902 4.39919 0.27
H 4.08769 -3.26789 5.37125 0.25
H 3.48299 -4.40881 4.20331 0.24
H 4.58352 -2.78157 1.29413 0.30
H 2.94415 -2.91986 1.90547 0.38
H 3.65371 -5.01484 0.65898 0.35
H 3.16840 -5.40680 2.25939 0.33
H 5.76833 -5.00777 2.70712 0.31
H 5.04152 -7.28062 1.07075 0.34
H 4.49815 -7.26325 2.72325 0.34
H 7.50415 -6.88362 2.03673 0.35
H 6.78448 -8.40105 2.37528 0.49
H 8.05114 -8.67451 4.40760 0.32
H 7.84085 -7.41322 5.57370 0.25
H 8.93819 -7.25579 4.14514 0.31
C 2.75462 1.13228 -6.37056 -1.46
C 1.93678 2.36837 -6.78891 0.37
C 2.09428 2.54873 -8.30538 -0.67
O 1.30791 3.67166 -8.64624 -0.31
C 1.38756 4.09876 -10.01034 -0.80
N 0.49811 2.26806 -6.38548 -0.64
H 2.42967 0.20447 -6.84138 0.36
H 2.67109 1.00792 -5.29090 0.35
H 3.81054 1.34117 -6.54234 0.39
H 2.43216 3.17154 -6.24337 0.22
H 1.73264 1.67538 -8.84813 0.38
H 3.14574 2.76278 -8.49702 0.36
H 2.32648 4.48988 -10.40220 0.29
H 0.57473 4.77734 -10.26905 0.28
H 1.17890 3.22938 -10.63383 0.32
H 0.08686 1.39938 -6.69589 0.26
H -0.02229 2.91240 -6.96351 0.31
C -4.25655 -4.36646 -6.68553 -1.49
C -4.28448 -2.95123 -6.32276 0.42
C -5.02855 -2.77502 -5.01476 -0.73
O -6.41927 -3.05283 -5.27875 -0.33
C -7.09309 -3.12105 -4.02709 -0.71
N -2.87612 -2.58438 -6.18524 -0.75
H -5.24949 -4.79693 -6.81538 0.32
H -3.79542 -4.97731 -5.90944 0.38
H -3.80267 -4.48442 -7.66949 0.42
H -4.76260 -2.36581 -7.10812 0.33
H -4.87863 -1.75147 -4.67130 0.40
H -4.50768 -3.40174 -4.29086 0.29
H -8.17970 -3.04168 -4.05984 0.27
H -6.83316 -2.25654 -3.41621 0.29
H -6.84973 -4.09688 -3.60683 0.28
H -2.41518 -3.32727 -5.67952 0.30
H -2.52597 -2.85033 -7.09451 0.31
C 3.60861 9.18822 1.66746 -1.36
C 4.86149 8.71700 0.87130 0.40
C 5.44195 7.42207 1.60931 -0.80
O 4.51563 6.40539 1.63550 -0.21
C 5.03125 5.17301 1.94968 -0.83
N 4.36777 8.34389 -0.43631 -0.76
H 3.24487 10.07785 1.15330 0.38
H 3.81584 9.43205 2.70943 0.35
H 2.80814 8.44869 1.68903 0.32
H 5.61721 9.50244 0.88039 0.30
H 5.74437 7.77190 2.59636 0.38
H 6.33755 7.12968 1.06114 0.41
H 5.79557 4.85197 1.24199 0.32
H 4.23357 4.43979 1.83048 0.23
H 5.38218 5.17857 2.98163 0.31
H 3.82253 7.50009 -0.33238 0.27
H 3.68051 9.00618 -0.76669 0.28
```

Values from the calculation:
- M: 810.9 g/mol
- E_LUMO: -4.59 eV
- Highest occupied orbital energy: -0.2784 hartree
- E_tot: -3553.9068 hartree
- ΔE to the lowest compared entry with this formula, charge and spin: 289.64 kcal per mole

=====

Which of these has the highest M? C31H76BaCuN5O13

=====

The lowest M belongs to which entry? C31H77F3O15

=====

Which value of highest occupied orbital energy does entry 1 give? -0.4362 hartree

=====

Number 1 is which compound? C31H76BaCuN5O13